Record 1
91
Properties=species:S:1:pos:R:3 method="wB97M-V/def2-TZVPD" e_tot_ha=-2284.9992 charge=+1 orbital_gap_ha=0.243 max_force_ev_per_a=0.54 multiplicity=1
H -7.231 0.607 -4.942
C 0.154 2.884 3.195
H 7.996 -1.966 -1.357
H 3.703 2.097 -0.332
H 9.626 -3.726 -1.982
C 1.654 3.805 5.347
O 6.400 -0.809 0.169
H -11.474 -0.508 -4.376
H -8.826 -1.613 -5.064
O 7.437 -4.833 3.554
H 6.160 2.315 -0.540
C 9.136 -3.757 -1.018
O 1.521 2.306 0.820
C 4.352 -0.912 3.790
H 6.345 3.877 3.447
C -6.005 1.735 -1.497
C -3.226 0.176 -1.599
H -0.649 -1.802 -2.709
F -4.827 0.552 -4.613
H -10.917 0.389 -1.190
C -1.951 -2.499 -1.182
C 8.793 -4.832 1.107
C -1.838 -0.125 -2.150
C 8.225 -2.773 -0.676
H -8.050 2.066 -0.994
C 4.403 3.349 2.736
H -3.208 0.494 -0.558
O 4.396 4.153 4.955
C 6.188 -2.882 3.112
C -0.464 3.178 4.398
C -2.578 -2.093 -3.580
H 5.722 -3.772 4.996
C -10.016 -0.082 -2.874
C 9.423 -4.784 -0.125
H -1.736 0.395 -3.106
H -9.389 -0.160 -5.667
C 2.176 2.702 1.763
H -2.555 -1.389 -4.415
C 7.872 -3.851 1.453
C 7.189 -3.938 2.777
H 2.251 4.164 6.174
C 5.515 -2.950 4.325
H -9.564 1.523 -4.295
H -2.240 -3.057 -3.964
H -9.287 -0.681 -2.310
H -10.698 -1.915 -3.697
H -1.545 -2.059 -0.271
N -9.633 -1.028 -5.218
C 6.407 3.125 1.433
H -0.198 3.861 6.416
H -3.616 -2.236 -3.265
C -5.111 1.327 -2.467
C -6.974 0.929 -3.942
C -9.355 1.269 -3.256
O -3.807 1.309 -2.375
H -0.645 1.478 -1.266
C 6.626 -1.738 0.916
H -0.416 2.527 2.348
C 7.592 -2.813 0.561
C -10.505 -0.907 -4.067
H 0.214 -0.065 -1.444
H -9.831 2.038 -2.646
C -0.747 0.395 -1.209
H 7.481 3.221 1.343
C 4.598 -1.969 4.661
H -1.534 3.052 4.501
H 4.839 -0.025 1.891
H 9.004 -5.625 1.810
C 5.932 -1.830 2.232
H -5.591 2.071 -0.554
C 3.654 2.853 1.665
C 5.017 -0.842 2.578
H 10.140 -5.549 -0.392
N -5.667 0.947 -3.641
C 0.286 3.635 5.476
O -11.171 0.120 -2.079
H -0.978 0.155 -0.168
H -3.902 -0.671 -1.717
C 3.754 3.715 4.026
C 5.779 3.490 2.612
C 4.291 2.492 0.484
H -3.027 -2.636 -1.024
H 3.642 -0.141 4.061
H -1.536 -3.495 -1.323
C -7.357 1.727 -1.756
C 1.528 3.045 3.062
H 4.076 -2.023 5.608
C 2.279 3.513 4.141
C 5.664 2.623 0.370
C -7.877 1.310 -2.996
C -1.690 -1.634 -2.422

***

Record 2
16
Properties=species:S:1:pos:R:3 method="wB97M-V/def2-TZVPD" e_tot_ha=-383.7804 e_above_lowest_ev=3.529 orbital_gap_ha=0.360 max_force_ev_per_a=4.04 multiplicity=1
O -1.619 -0.177 -1.184
H -0.746 -1.923 -0.453
H -2.630 -0.688 0.882
C 1.866 -0.579 -0.151
O 2.850 0.342 -0.043
C -0.053 1.225 -0.109
H 0.413 2.168 -0.066
H -1.102 -0.153 1.877
H 2.757 0.951 -0.746
C -0.820 -0.886 -0.239
H 1.940 -1.392 -0.851
C -1.516 0.897 -0.107
H -2.276 1.660 -0.243
C 0.540 -0.005 -0.223
C -1.588 -0.265 0.894
H 1.985 -1.175 0.763

***

Record 3
9
Properties=species:S:1:pos:R:3 method="wB97M-V/def2-TZVPD" e_tot_ha=-668.7044 e_above_lowest_ev=2.713 smiles="OC/N=C/Cl" orbital_gap_ha=0.381 max_force_ev_per_a=6.37 multiplicity=1
N -0.670 0.117 0.645
H 1.393 1.802 0.145
C 1.085 -0.169 0.189
H 0.951 -0.863 -0.524
H -1.045 -0.967 -1.088
C -1.477 -0.320 -0.177
H 1.229 -0.584 1.216
Cl -3.128 0.030 -0.103
O 1.661 0.954 -0.303

***

Record 4
19
Properties=species:S:1:pos:R:3 method="wB97M-V/def2-TZVPD" e_tot_ha=-348.8031 e_above_lowest_ev=2.008 smiles="CC=C=CC1=CCC=C1" orbital_gap_ha=0.313 max_force_ev_per_a=3.83 multiplicity=1
H -2.310 -3.207 -1.129
C 1.040 1.205 -0.521
H 1.449 -0.268 -1.953
C 1.369 2.147 0.319
H 1.131 3.262 0.251
H -1.014 0.651 0.798
H -3.231 -1.035 0.086
H 3.154 2.403 1.460
C -0.374 -0.579 -0.843
C -2.191 -1.389 0.366
C -1.744 -2.377 -0.854
H 2.427 0.909 1.531
C -1.219 -0.265 0.224
H -2.230 -1.872 1.309
C 0.790 0.140 -1.168
H 1.817 2.338 2.472
C 2.249 1.906 1.575
H -0.377 -2.168 -2.400
C -0.734 -1.800 -1.524

***

Record 5
17
Properties=species:S:1:pos:R:3 method="wB97M-V/def2-TZVPD" e_tot_ha=-309.8112 e_above_lowest_ev=0.847 smiles="O=CCCC1CC1" orbital_gap_ha=0.401 max_force_ev_per_a=0.28 multiplicity=1
H -1.622 -1.875 -2.372
H 0.434 -0.516 -1.633
H -0.808 -0.814 0.951
C -0.002 -1.269 -0.964
H 1.238 2.378 -0.384
O -2.388 -1.065 -0.701
C 0.188 -0.868 0.503
H -0.818 1.425 1.740
C 0.482 1.678 -0.039
C 0.909 0.455 0.724
H -0.367 1.577 -0.710
H 0.793 2.213 2.100
C 0.212 1.584 1.433
C -1.451 -1.414 -1.373
H 0.508 -2.200 -1.236
H 0.716 -1.663 1.038
H 1.976 0.374 0.923

***

Record 6
67
Properties=species:S:1:pos:R:3 method="wB97M-V/def2-TZVPD" e_tot_ha=-6002.1085 e_above_lowest_ev=0.485 orbital_gap_ha=0.270 max_force_ev_per_a=3.14 multiplicity=1
Se 0.223 0.151 -0.902
H -4.457 -0.152 -2.518
H -1.987 1.694 -2.866
C 0.709 3.640 0.800
N -2.382 0.823 0.003
H -3.856 4.180 3.687
H -1.446 3.952 2.981
C 0.327 -4.036 2.023
C 2.907 3.231 -0.527
H 3.885 -4.130 -0.542
C 1.131 -2.804 4.393
H -4.213 0.669 -4.783
H -0.237 4.210 0.644
H 3.334 3.439 -1.510
C -3.452 1.416 -4.498
Ag 1.550 -2.160 -0.023
N 3.902 -2.087 0.053
H 0.901 -2.929 -2.666
H 1.232 1.541 1.195
C 0.513 2.336 1.533
C 1.073 -2.884 1.967
C -3.092 -0.074 -0.922
Cl 2.500 -0.876 3.111
H 1.786 -4.052 -1.831
N 1.756 -3.064 -2.117
C -2.002 2.356 1.628
N -0.789 1.831 1.188
H -3.973 2.357 -4.285
C -2.255 3.339 2.544
C 0.012 -4.619 3.259
C -3.008 1.703 0.898
H -4.234 1.502 -1.796
H 4.685 -3.818 -2.817
C -4.617 2.937 2.146
H 1.269 4.587 -0.962
H 0.842 2.890 -1.241
C 0.466 -4.020 4.440
H -2.785 1.497 -5.358
H -3.901 -0.539 -0.294
H 2.844 -1.491 -2.881
Cl -0.877 -6.085 3.294
H 4.941 -2.113 -2.643
H 1.324 4.279 1.471
C 1.510 -2.312 3.097
C -2.701 0.958 -3.245
H 3.433 3.842 0.215
H 3.074 2.147 -0.369
C -1.021 0.894 0.211
C 4.283 -2.945 -2.298
C 4.412 -3.176 -0.827
Cl 1.563 -2.062 5.868
C 1.403 3.580 -0.562
H 4.082 -2.382 1.006
H -5.636 3.153 2.345
H 5.475 -3.403 -0.617
H 2.864 -2.877 -3.930
H 4.420 -1.207 -0.070
H 0.588 2.410 2.652
Cl -0.332 -4.706 0.538
C -3.692 0.589 -2.132
C 2.915 -2.571 -2.842
C -4.329 2.026 1.117
H -5.041 1.530 0.456
Cl 0.231 -4.842 5.931
H -2.370 -0.885 -1.166
H -2.089 0.076 -3.534
C -3.591 3.537 2.885

***

Record 7
25
Properties=species:S:1:pos:R:3 method="wB97M-V/def2-TZVPD" e_tot_ha=-572.6219 e_above_lowest_ev=0.000 charge=-1 orbital_gap_ha=0.279 max_force_ev_per_a=3.35 multiplicity=1
H -0.118 0.491 -2.885
N -1.018 0.169 4.528
H -1.055 -0.678 -1.960
C -0.172 1.961 -0.274
H -0.669 1.989 1.570
H -2.871 -1.230 0.891
H 2.702 0.518 -0.523
H -3.315 -1.167 2.624
O -0.130 2.581 -1.302
O -0.823 2.543 0.811
N 0.146 0.730 0.077
H 0.380 -1.086 -2.864
C -0.067 -0.359 -2.262
H 2.210 1.560 -1.808
C -1.472 -0.364 2.104
H 1.847 -1.174 0.493
C 2.199 0.485 -1.439
H 0.235 -2.069 -0.089
C 1.159 -1.471 -0.326
C -1.229 0.083 3.412
H 1.773 -2.135 -1.029
H 2.830 -0.145 -1.959
C 0.836 -0.136 -0.949
C -2.624 -0.972 1.861
H -0.752 -0.124 1.300

***

Record 8
27
Properties=species:S:1:pos:R:3 method="wB97M-V/def2-TZVPD" e_tot_ha=-481.9979 e_above_lowest_ev=8.026 charge=+1 orbital_gap_ha="0.285 / 0.285" max_force_ev_per_a=5.08 multiplicity=1
H 1.962 2.926 0.913
H -1.417 1.210 2.087
H -2.516 -1.208 0.493
H -2.733 -2.943 1.252
H -0.033 1.838 -2.741
H -0.107 0.928 3.109
H -0.241 -0.199 -4.402
N -0.817 0.475 2.442
C 1.208 1.546 -0.559
C -0.741 -2.335 1.325
C 0.597 -0.161 -3.671
C -2.015 -2.131 1.060
H 2.319 3.131 -0.892
C 0.053 0.721 -2.538
C 0.233 0.079 1.485
H -0.334 -3.164 1.757
H 0.959 -1.128 -3.291
C 1.321 -0.869 1.843
H 2.297 -0.696 1.378
H 0.435 -1.288 -0.111
H 1.293 0.308 -4.283
H -1.341 -0.388 2.805
H -0.945 0.344 -2.424
O 0.892 0.672 -1.434
H 1.339 -1.427 2.739
C 0.239 -1.270 0.914
C 1.760 2.588 -0.105

***

Record 9
14
Properties=species:S:1:pos:R:3 method="wB97M-V/def2-TZVPD" e_tot_ha=-1432.5266 e_above_lowest_ev=8.097 charge=+1 orbital_gap_ha="0.232 / 0.236" max_force_ev_per_a=3.59 multiplicity=6
C 0.056 -0.123 -2.267
H -1.146 -0.035 1.510
C -0.348 0.276 -0.998
H 0.028 0.568 -3.121
C 0.132 -0.019 1.535
H -0.331 -1.871 0.973
O 1.265 0.750 1.441
Cr -0.451 -2.468 -1.115
H -1.094 1.036 -0.761
C -0.265 -0.896 0.431
O 1.030 2.048 2.022
O 0.269 -1.376 -2.516
Li 0.713 2.496 0.298
H 0.140 -0.386 2.568

***

Record 10
47
Properties=species:S:1:pos:R:3 method="wB97M-V/def2-TZVPD" e_tot_ha=-1072.6867 e_above_lowest_ev=1.197 smiles="COCCCNC(=O)[C@@H]1CC(=O)N(Cc2ccc(OC)cc2)C1" orbital_gap_ha=0.338 max_force_ev_per_a=0.65 multiplicity=1
C 1.993 -1.132 1.456
H -3.241 5.147 -0.086
C -1.967 0.474 1.544
H 1.255 -0.976 -4.032
C -1.743 1.799 1.879
N -0.284 -1.182 2.088
H 3.424 -1.986 -3.027
H -0.785 -1.804 -3.023
O 1.090 -1.786 -2.148
C -0.131 -2.303 1.364
H 1.455 -2.674 -0.022
N 3.330 -0.854 -0.529
O -2.873 3.445 -1.214
C -0.310 -1.682 -2.042
H -1.586 5.004 -0.745
C 1.637 -0.814 -3.012
C 3.159 -0.927 -3.000
H -0.642 -2.475 -1.376
C -2.553 2.525 -0.261
C -2.034 2.823 0.993
H -2.955 5.343 -1.832
C -2.783 1.190 -0.603
H 0.792 0.608 1.935
C 2.387 -0.276 0.245
C 0.922 -0.420 2.294
H 3.561 -0.446 -3.892
H 3.543 -1.828 -0.386
H -1.339 2.047 2.851
H -1.846 3.842 1.291
H 2.904 -1.295 2.038
H -0.598 -0.709 -1.627
C 1.348 -2.462 1.042
H -3.190 0.974 -1.578
H -2.285 -1.475 2.393
H -1.520 -0.302 3.506
C 3.781 -0.265 -1.767
O 1.954 0.840 0.050
C -1.573 -0.648 2.468
C -2.645 4.805 -0.938
H 1.742 -3.310 1.605
C -2.491 0.182 0.288
H 1.176 -0.397 3.361
H 4.872 -0.343 -1.818
O -1.019 -3.065 1.042
H 1.329 0.191 -2.687
H -2.665 -0.848 0.015
H 3.499 0.789 -1.729

***

Record 11
18
Properties=species:S:1:pos:R:3 method="wB97M-V/def2-TZVPD" e_tot_ha=-795.3542 e_above_lowest_ev=3.299 orbital_gap_ha="0.286 / 0.282" max_force_ev_per_a=4.31 multiplicity=1
N -0.764 0.006 0.362
C 1.317 -1.213 0.008
H 0.676 1.221 -1.148
H 0.272 -1.130 1.816
H 0.581 1.203 2.443
H 1.283 1.444 0.646
H 1.997 0.446 1.940
C 1.070 0.798 1.498
H -2.642 -0.267 -2.070
H -2.742 1.223 -1.061
N 1.877 -0.432 -0.993
S -2.157 -0.717 0.335
C -2.905 0.148 -1.030
N 1.657 0.761 -1.420
O 1.383 -2.418 0.108
C 0.367 -0.393 1.021
H 2.746 -0.836 -1.398
H -4.016 0.156 -1.055

***

Record 12
9
Properties=species:S:1:pos:R:3 method="wB97M-V/def2-TZVPD" e_tot_ha=-847.1903 e_above_lowest_ev=5.799 charge=-1 orbital_gap_ha=0.302 max_force_ev_per_a=6.71 multiplicity=1
C -0.818 0.625 0.619
O 1.548 1.748 -1.817
O -1.641 0.943 1.467
O -0.121 -1.481 1.222
H 0.134 -2.428 0.092
N 0.270 1.309 0.307
N -0.800 -0.625 -0.160
O 0.119 -0.800 -1.014
S 1.310 0.707 -0.714